Below is C48H46IrN3O3P2S3 as an isolated structure, with properties calculated with the ωB97M-V functional and the def2-TZVPD basis.

Output
ΔE to the lowest compared entry with this formula, charge and spin   0.0 kcal per mole
Charge   +3
LUMO level (spin up / spin down)   -7.2 / -11.1 eV
Spin multiplicity   6

Positions of all 106 atoms, in Å:
1 Ir -0.2533 0.2680 -0.6394
2 S 1.3535 -2.9729 -3.0000
3 S -2.3725 -1.1636 -3.3547
4 S -0.3226 1.9355 -4.7663
5 P 2.3736 -0.9297 1.0606
6 P 0.1033 0.3857 2.7127
7 O 1.4403 -1.0986 -0.1254
8 O -0.1189 0.9476 1.2922
9 O 0.0101 0.0721 -2.5304
10 N -1.6925 -1.3395 -0.1371
11 N -4.3446 -4.4953 0.6789
12 N -1.9665 1.8078 -0.8150
13 C 3.9140 1.2416 2.1445
14 C 2.8547 -0.9307 -3.3693
15 C -1.2738 -2.6124 -0.1090
16 C 2.8498 -3.6069 0.9843
17 C 1.4911 0.5291 -5.8399
18 C 3.4926 -2.3715 1.1458
19 C 0.0439 2.0491 4.9468
20 C 1.5744 -1.3570 -3.4860
21 C -0.8066 -1.4431 -4.0868
22 C -2.0433 -3.2344 -4.8359
23 C -3.7097 -1.2210 4.5592
24 C 3.2822 1.2672 -0.2499
25 C 3.9471 2.4677 -0.4213
26 C 0.1016 3.3051 5.5086
27 C 3.2147 0.6818 1.0150
28 C -1.3571 -0.3183 3.4230
29 C -2.3561 0.6017 3.6695
30 C 0.9049 4.2706 4.9449
31 C 4.7973 -2.1993 1.4492
32 C 0.3488 -0.5242 -3.7712
33 C 0.6329 1.7989 3.6965
34 C -2.7201 -2.1268 4.2693
35 C 1.4233 2.7953 3.1273
36 C -2.9805 -2.5864 -4.0927
37 C 5.5728 -3.3090 1.4871
38 C 4.9787 -4.5937 1.3040
39 C 3.0240 -3.1204 -2.6523
40 C 4.6753 3.0223 0.6686
41 C 4.6225 2.4114 1.8831
42 C 1.5894 3.9911 3.7460
43 C 1.5096 1.7739 -6.5709
44 C -3.0378 -1.1341 0.0588
45 C -3.4651 -3.4829 0.4124
46 C 0.6330 0.5224 -4.7862
47 C -3.5555 0.1408 4.2564
48 C -3.9333 -2.1374 0.3593
49 C 3.6401 -4.7610 1.0824
50 C -2.7631 2.6101 -0.9469
51 C -1.5375 -1.6861 3.7466
52 C -0.8089 -2.5857 -4.8839
53 C 0.4844 2.6114 -6.1491
54 C 3.7001 -1.9878 -2.9126
55 C -3.3482 4.5045 -2.3895
56 C -3.5996 4.6904 0.0613
57 C -2.0502 -3.6892 0.1690
58 C 1.4933 -0.9134 2.5958
59 C -5.1610 3.1609 -1.3623
60 C -3.6907 3.7328 -1.1181
61 H 2.7697 0.7431 -1.0477
62 H 4.7887 -2.0005 -2.7875
63 H -2.4855 5.1754 -2.3064
64 H -1.6280 -4.6687 0.3330
65 H -4.6142 -1.5217 5.0943
66 H -4.2005 5.0964 -2.5519
67 H 1.7918 -3.6678 0.6984
68 H -0.4836 1.2987 5.4974
69 H -3.2879 3.7810 -3.1953
70 H -2.5631 4.9892 0.2894
71 H 2.1528 -0.3568 -6.0237
72 H -2.2584 1.6683 3.4141
73 H -4.1432 5.6539 -0.2332
74 H 5.5907 -5.4423 1.3574
75 H -0.3778 3.5301 6.4731
76 H -5.8932 3.9906 -1.3728
77 H -4.3863 0.8474 4.4171
78 H 3.3220 -5.7544 0.8125
79 H 0.0280 -2.9464 -5.5116
80 H 3.9554 2.9376 -1.4158
81 H -5.0058 -1.9461 0.4119
82 H -2.3567 -4.2106 -5.2568
83 H -3.0620 -3.1216 4.4037
84 H -5.5064 2.5139 -0.5515
85 H -3.2916 -0.1125 -0.0777
86 H 1.2308 -1.9639 2.7844
87 H 3.4236 -4.0405 -2.2499
88 H 2.2413 1.9313 -7.2961
89 H -4.0756 4.3146 0.9482
90 H 0.3838 3.6913 -6.3042
91 H 5.2212 2.8300 2.6597
92 H 5.3607 3.8973 0.5335
93 H 2.3420 -0.6572 3.2936
94 H 6.6754 -3.2280 1.6242
95 H 3.8082 0.8348 3.1716
96 H -5.2958 -4.2654 0.7945
97 H -0.7878 -2.4576 3.3849
98 H -3.9886 -2.8424 -3.9229
99 H 1.7219 2.6214 2.0582
100 H 1.0535 5.1984 5.4773
101 H 2.2691 4.7429 3.2944
102 H 5.2789 -1.2280 1.5714
103 H -0.2130 -2.7839 -0.1785
104 H -4.1720 -5.4251 0.3156
105 H -5.1618 2.6137 -2.2934
106 H 3.0208 0.0755 -3.5944